1.
C6H6 | ωB97M-V/def2-TZVPD

The geometry in XYZ format:
```
12
Properties=species:S:1:pos:R:3:forces:R:3:lowdin_charge:R:1
C 3.52471 -0.35308 0.24459 -0.133 -0.067 0.009 0.00
C 2.23970 -0.60464 0.23069 0.086 0.092 -0.002 -0.11
C 0.96449 -0.61510 0.17117 -0.034 0.316 -0.078 -0.04
C -0.23486 -0.19756 0.01858 0.060 0.120 -0.030 -0.03
C -1.32673 0.49384 -0.19046 0.270 -0.089 0.043 -0.16
C -2.76217 0.10113 -0.13723 -0.143 -0.086 0.011 -0.10
H 4.11741 -0.43986 -0.66108 0.001 -0.095 0.138 0.06
H 4.00367 0.00888 1.14982 0.020 -0.146 -0.089 0.06
H -1.12127 1.53383 -0.43839 -0.077 0.048 -0.021 0.11
H -3.27377 0.71801 0.60858 -0.045 -0.115 -0.087 0.08
H -2.90556 -0.95051 0.11135 0.049 0.081 -0.015 0.08
H -3.22561 0.30503 -1.10761 -0.053 -0.060 0.122 0.08
```
Forces are in eV/Å.

Summary:
- HOMO level: -8.623 eV
- Electronic energy: -6315.235 eV
- ΔE to the lowest compared entry with this formula, charge and spin: 3.965 eV
- HOMO-LUMO gap: 9.1 eV
- SMILES: C=C=C=C=CC

***

2.
C6H6 | ωB97M-V/def2-TZVPD

The geometry in XYZ format:
```
12
Properties=species:S:1:pos:R:3:forces:R:3:lowdin_charge:R:1
C 0.13055 0.77765 1.62305 -0.021 -0.014 0.011 -0.12
C -0.57785 -0.29646 0.84717 -0.061 0.333 0.154 -0.19
C -0.14180 -0.77517 -0.28473 -0.255 -0.463 3.761 -0.06
C 0.13799 -1.30740 -1.38518 0.092 0.625 -1.734 -0.22
C 0.62607 -1.68581 -2.70242 -0.937 0.966 0.611 0.07
C -0.15157 -0.62791 -2.60866 1.029 -1.466 -2.550 0.04
H 1.17713 0.83473 1.33252 0.058 0.058 0.032 0.07
H 0.06548 0.56452 2.68895 0.099 0.071 0.106 0.06
H -0.32853 1.75422 1.45288 0.000 0.039 0.052 0.07
H -1.52816 -0.61704 1.26246 -0.077 -0.149 -0.108 0.09
H 1.23794 -2.37639 -3.22519 0.289 -0.339 -0.329 0.09
H -0.62583 0.16852 -3.13308 -0.216 0.338 -0.006 0.11
```
Forces are in eV/Å.

Summary:
- HOMO level: -8.089 eV
- Electronic energy: -6313.881 eV
- ΔE to the lowest compared entry with this formula, charge and spin: 5.320 eV
- HOMO-LUMO gap: 9.2 eV
- SMILES: CC=C=C1C=C1

***

3.
C6H6 | ωB97M-V/def2-TZVPD

The geometry in XYZ format:
```
12
Properties=species:S:1:pos:R:3:forces:R:3:lowdin_charge:R:1
C -1.89804 0.27447 0.08660 0.526 1.216 -0.423 0.11
C -0.60900 0.27094 -0.48287 -1.594 0.035 -2.017 -0.38
C 0.68495 1.11107 -0.22866 0.736 -3.294 -2.798 -0.03
C -0.29923 -0.86842 0.57930 0.768 0.457 -1.480 -0.13
C 0.09060 -1.12714 -0.80870 -0.040 2.624 2.951 0.00
C 1.06465 -0.37140 0.13157 1.932 -0.006 1.187 -0.15
H -1.97782 1.27694 0.62576 0.059 -0.865 -0.303 0.04
H 1.31255 1.66313 -1.00919 -1.283 -1.131 0.696 0.13
H 0.44629 1.70770 0.54817 -0.149 2.090 2.859 0.05
H -0.93367 -1.20917 1.34932 0.144 -0.805 0.839 0.12
H 0.10709 -1.99553 -1.40066 -0.223 -0.533 -0.813 0.11
H 2.01164 -0.73261 0.60938 -0.876 0.212 -0.698 0.14
```
Forces are in eV/Å.

Summary:
- HOMO level: -8.301 eV
- Electronic energy: -6311.328 eV
- ΔE to the lowest compared entry with this formula, charge and spin: 7.872 eV
- HOMO-LUMO gap: 9.4 eV